1.
Formula: C17H15AsN3ORhS9
Source: OMol25
Level of theory: wB97M-V/def2-TZVPD

Multiplicity = 5
ΔE to the lowest compared entry with this formula, charge and spin = 0.026 eV
Total charge = -2
DFT total energy = -6826.46019 Eh
Orbital gap (spin up / spin down) = 3.62 / 4.77 eV
Expectation value of S² = 6.0572

Each line ends with the Mulliken spin population.
Element x y z (Å)
Rh  -0.20099  -0.09754  0.29434  1.069
S  2.13334  -4.55981  5.66029  0.093
C  1.57133  -3.58245  4.46810  0.019
S  0.03323  -2.81734  4.49974  -0.025
C  0.13218  -1.91449  2.99757  0.066
C  1.33994  -2.08864  2.30121  0.125
S  1.76431  -1.36440  0.85126  0.348
S  2.48622  -3.15979  3.07679  -0.023
S  -1.14771  -0.95409  2.52323  0.541
S  -2.74900  -0.18276  -3.62190  0.057
As  -2.80067  -0.52826  -1.53783  -0.028
S  -2.08139  1.16684  -0.33883  0.022
S  -1.08388  -1.81870  -0.93422  0.654
S  -4.59935  -1.38587  -0.86848  0.065
N  6.09893  8.57426  -0.46252  0.141
C  5.39003  7.69874  -0.16102  -0.021
C  4.52953  6.63666  0.20906  0.252
C  4.08065  6.47487  1.56852  0.050
C  3.25375  5.44903  1.92747  0.013
C  2.80526  4.50156  0.96552  0.233
C  3.24124  4.64865  -0.38485  0.048
C  4.06641  5.67130  -0.74654  0.020
N  1.94040  3.43503  1.32689  -0.031
C  1.39841  3.18052  2.57500  0.040
C  0.62115  2.06231  2.45080  -0.020
N  0.66838  1.63099  1.15595  0.082
C  1.46683  2.47535  0.50459  0.056
H  4.40855  7.18330  2.31879  0.015
H  2.94823  5.36779  2.96440  0.043
H  2.91901  3.94776  -1.14504  0.039
H  4.37943  5.76059  -1.77873  0.009
H  1.60922  3.78737  3.43655  0.007
H  0.03255  1.55672  3.20016  -0.008
H  1.69983  2.39577  -0.54033  0.029
C  1.22028  1.56580  -4.12185  0.002
C  2.53667  1.04477  -3.53435  0.004
C  2.03035  0.14787  -2.41819  -0.010
O  0.84945  0.78651  -1.93180  0.007
C  0.34689  1.74406  -2.88801  0.007
H  0.77534  0.81580  -4.78107  -0.001
H  1.33337  2.49718  -4.67671  0.000
H  3.12538  1.86858  -3.12101  0.000
H  3.15425  0.50248  -4.25161  0.000
H  2.73293  0.03350  -1.59153  0.005
H  1.77445  -0.84692  -2.79502  0.009
H  0.44294  2.74582  -2.45938  -0.003
H  -0.70420  1.53889  -3.07262  0.001

2.
Formula: C17H15BCrFN2O11
Source: OMol25
Level of theory: wB97M-V/def2-TZVPD

Multiplicity = 4
ΔE to the lowest compared entry with this formula, charge and spin = 1.945 eV
Total charge = 0
DFT total energy = -2762.79093 Eh
Orbital gap (spin up / spin down) = 7.39 / 8.34 eV
Expectation value of S² = 3.7982

Each line ends with the Mulliken spin population.
Element x y z (Å)
Cr  1.01695  1.61190  -1.88118  2.961
N  3.35692  2.77726  -1.58864  -0.014
O  4.51415  3.09838  -1.71138  0.009
O  2.91245  1.95547  -0.86803  0.029
O  2.39900  3.11479  -2.30154  -0.082
N  -0.64039  1.08344  -3.93171  -0.018
O  -1.38366  0.90317  -4.87816  0.015
O  0.26000  1.92097  -3.89001  -0.056
O  -0.53820  0.37438  -2.94597  0.032
B  -0.20183  2.80988  -0.76324  0.065
H  -0.58129  1.81137  -0.91568  0.051
H  0.08584  3.17576  -1.73670  -0.046
H  -0.95037  3.43498  -0.30152  -0.018
H  0.74924  2.77087  -0.25512  0.049
C  -2.70145  4.45190  1.47681  -0.001
C  -1.60242  3.82265  2.28044  -0.003
O  -2.11032  2.54049  2.47296  0.000
C  -3.52959  2.52845  2.24485  0.000
O  -4.28141  1.60975  2.45707  0.000
O  -3.90423  3.67484  1.73794  0.000
F  -1.56937  4.50574  3.47679  0.000
H  -2.43415  4.50029  0.42120  0.000
H  -2.91299  5.40434  1.96282  0.000
H  -0.65742  3.85796  1.73837  0.006
C  -2.37422  -1.27674  1.93027  0.002
C  -2.67610  -2.61275  2.07016  0.001
C  -1.79040  -3.50901  1.55421  0.000
C  -0.64780  -3.13048  0.91670  0.001
C  -0.39438  -1.76939  0.69456  -0.003
C  -1.31058  -0.82358  1.19789  0.014
C  0.80629  -1.33660  -0.07504  0.011
O  1.01236  -0.19491  -0.40695  0.022
C  1.81460  -2.49234  -0.38024  -0.004
C  3.03776  -2.08548  -0.96113  0.000
C  3.99542  -3.06296  -1.22952  0.000
C  3.76849  -4.41202  -0.96106  0.000
C  2.51106  -4.81266  -0.48974  0.000
C  1.51044  -3.83736  -0.24367  0.000
C  0.15460  -4.25056  0.30536  0.000
O  -0.17132  -5.49376  0.30866  0.000
H  -2.98143  -0.51326  2.39373  0.000
H  -3.56761  -2.90715  2.60397  0.000
H  -1.99766  -4.56512  1.64408  0.000
H  -1.12544  0.23144  1.05985  -0.019
H  3.29228  -1.04476  -1.09721  0.001
H  4.95267  -2.82638  -1.67011  0.000
H  4.54663  -5.14398  -1.11962  0.000
H  2.33888  -5.86903  -0.34542  0.000

3.
Formula: C17H15BrIrO3
Source: OMol25
Level of theory: wB97M-V/def2-TZVPD

Multiplicity = 5
ΔE to the lowest compared entry with this formula, charge and spin = 0.348 eV
Total charge = -1
DFT total energy = -3560.70000 Eh
Orbital gap (spin up / spin down) = 2.96 / 4.87 eV
Expectation value of S² = 6.0476

Each line ends with the Mulliken spin population.
Element x y z (Å)
C  -0.39416  2.01663  -1.82848  0.067
C  0.99065  1.52887  -1.89862  0.130
C  0.97605  0.16889  -2.41876  0.077
H  1.88469  2.07355  -1.57823  0.017
C  -0.40371  -0.19548  -2.69213  0.131
C  -1.27321  0.92868  -2.30751  -0.009
H  -2.35093  1.01221  -2.37631  0.004
H  -0.70867  2.98001  -1.42094  0.016
H  1.88495  -0.41339  -2.63131  -0.008
H  -0.72120  -1.14473  -3.09746  0.024
Ir  -0.24443  0.34558  -0.66273  1.437
Br  -1.79005  0.68852  1.18618  0.246
C  -4.14099  1.91820  0.83614  0.366
C  -4.77303  1.95881  -0.44421  -0.099
C  -4.37593  3.16113  -1.10269  0.365
H  -5.44421  1.18805  -0.83219  0.000
C  -3.49421  3.88152  -0.22041  0.022
C  -3.35035  3.13071  0.97387  0.187
H  -2.75381  3.40848  1.84650  0.003
H  -4.28249  1.13287  1.58491  0.008
H  -4.68865  3.48511  -2.10211  0.011
H  -3.01831  4.84284  -0.42814  -0.002
O  0.76219  -3.46558  0.84106  0.009
C  2.05637  -3.16845  1.12820  0.097
C  2.94897  -4.25838  1.25080  -0.032
C  4.23670  -3.99963  1.67927  0.238
C  4.64847  -2.71501  2.07060  -0.154
C  3.76220  -1.63211  1.98868  0.228
C  2.51159  -1.82645  1.37906  -0.025
C  1.62313  -0.63743  1.12122  0.223
O  1.93338  0.51831  1.39782  0.196
O  0.45232  -1.00525  0.56135  0.172
H  0.32475  -2.58682  0.57848  -0.004
H  2.60891  -5.27947  1.05383  -0.006
H  4.94940  -4.82241  1.74470  0.033
H  5.67898  -2.57544  2.41302  -0.011
H  3.97465  -0.64295  2.40653  0.042

4.
Formula: C17H15BrMnNO2S
Source: OMol25
Level of theory: wB97M-V/def2-TZVPD

Multiplicity = 6
Total charge = +1
DFT total energy = -4984.93822 Eh
Orbital gap (spin up / spin down) = 7.48 / 8.40 eV
Expectation value of S² = 8.7687

Each line ends with the Mulliken spin population.
Element x y z (Å)
Mn  -2.94278  -0.98393  -0.79710  5.014
O  -2.94278  1.58717  4.53450  0.002
C  -2.94278  0.76157  3.44740  0.010
C  -2.94278  -0.61983  3.59050  -0.003
C  -2.94278  -1.38993  2.44010  0.020
N  -2.94278  -0.87493  1.19520  -0.030
C  -2.94278  0.51947  1.08460  -0.026
Br  -2.94278  1.53617  -0.68810  0.074
C  -2.94278  1.35377  2.19270  0.001
H  -2.94278  1.05107  5.34510  0.000
H  -2.94278  -1.09933  4.56170  -0.001
H  -2.94278  -2.47513  2.49150  0.003
H  -2.94278  2.43277  2.09580  -0.003
O  -1.03818  -0.98393  -0.79710  0.079
S  -0.13728  -0.61773  -1.94220  -0.017
C  0.58922  0.98437  -1.49640  -0.001
C  1.32082  1.70477  -2.44930  0.002
C  1.87392  2.94457  -2.12140  0.000
C  1.69202  3.47457  -0.84490  0.000
C  0.95422  2.76937  0.10470  0.001
C  0.40102  1.52967  -0.22080  0.004
C  1.40252  -1.53043  -1.65540  0.004
C  2.26372  -1.78423  -2.73010  -0.002
C  3.44962  -2.49313  -2.52740  0.000
C  3.77682  -2.95653  -1.25370  0.000
C  2.91812  -2.71723  -0.18170  0.000
C  1.73162  -2.00983  -0.38210  0.002
H  1.46632  1.30977  -3.45100  0.000
H  2.44502  3.49867  -2.86210  0.000
H  2.12182  4.44017  -0.59020  0.000
H  0.80632  3.18417  1.09850  0.000
H  -0.17808  0.99087  0.52640  0.004
H  2.01842  -1.43723  -3.73020  0.000
H  4.11722  -2.68773  -3.36310  0.000
H  4.69962  -3.50953  -1.09630  0.000
H  3.16902  -3.08373  0.81040  0.000
H  1.06372  -1.83453  0.45870  0.001
H  -4.67148  -0.98393  -0.79710  -0.138